Density functional theory data (wB97M-V/def2-TZVPD) for a structure of composition C47H45N7P2RuS2Se2 in a non-equilibrium geometry.

Structure (XYZ):
```
106
C47H45N7P2RuS2Se2 | OMol25 | wB97M-V/def2-TZVPD
Ru -0.3050 0.2932 0.6927
Se -2.4361 0.0532 2.1727
Se 3.7640 -1.3565 2.2677
S 0.2266 -1.7690 1.2562
S 1.0316 1.3284 2.4351
P -1.9938 0.7834 -0.9505
P 1.2007 0.0458 -1.1100
N -0.4177 1.0462 -3.1881
N -0.0223 2.7718 0.3021
N -2.2352 2.7752 2.9941
N 3.9955 -3.8773 3.5798
N 0.0006 -1.9200 4.1071
N -2.1286 1.4298 4.6980
N 5.0035 -3.8866 1.6701
C -4.6563 1.3889 -0.3282
C -2.6486 -1.9360 -1.0116
C 4.5368 -5.1320 3.4147
C -1.7156 4.5671 6.6353
C -5.4565 3.5641 0.3166
C -4.1685 4.0664 0.2014
C 0.5119 2.3700 1.2693
C -1.7864 5.4339 5.5375
C 4.8265 1.6891 -0.1123
C -5.6970 2.2254 0.0458
C -3.2514 -3.0652 -1.5487
C 0.3283 0.2341 -5.3518
C 0.8904 1.1267 -2.5767
C -0.5464 1.1374 -7.4057
C 1.9616 -2.6259 -1.1692
C 3.8797 -0.2729 -1.8231
C -3.9829 -2.9718 -2.7197
C 5.5442 -3.4575 0.3962
C -3.5374 -0.6148 -2.8098
C 4.2789 -3.1051 2.5070
C 5.2290 0.0373 -1.8027
C -3.3593 1.8850 -0.4406
C -4.1237 -1.7428 -3.3536
C -1.4369 1.7242 -2.4343
C 1.8714 -3.9490 -1.5660
C 3.4756 1.3778 -0.1303
C 2.9888 0.3832 -0.9707
C -2.2603 1.4847 3.3689
C 5.1674 -5.1392 2.2213
C 0.9499 -4.3300 -2.5322
C 0.0702 -1.8248 2.9598
C -1.8189 3.1968 6.4876
C -3.1235 3.2353 -0.1761
C -1.2858 2.0097 -5.2845
C -2.7868 -0.7020 -1.6323
C 1.1227 -1.6631 -1.7392
C 3.2481 -3.4196 4.7356
C -2.0944 0.2308 5.5216
C -0.4657 1.1093 -4.6068
C 5.7065 1.0148 -0.9411
C -2.0710 3.5875 4.1037
C 0.1895 -2.0551 -2.6960
C 0.2889 0.2561 -6.7344
C -1.9622 4.9627 4.2502
C -1.3291 2.0111 -6.6717
C 0.1125 -3.3812 -3.0963
C -2.0022 2.7241 5.1952
H 2.2483 -3.1083 4.4378
H 3.5252 -1.0370 -2.5023
H -4.4465 -3.8530 -3.1424
H -0.6139 -3.6694 -3.8450
H -2.0095 5.6317 3.4029
H 0.9099 -0.4331 -7.2913
H 5.9079 -0.4839 -2.4649
H 1.6561 0.8554 -3.3025
H 5.1905 2.4535 0.5606
H -3.6721 0.3339 -3.3124
H -1.9715 2.7200 -7.1771
H -0.4932 -1.3343 -3.1228
H -1.1248 2.7179 -2.0888
H -1.6963 6.4983 5.7019
H -2.3378 1.8553 -3.0278
H -1.8782 2.7365 -4.7476
H -4.6934 -1.6641 -4.2696
H 3.7541 -2.5668 5.1852
H 2.5204 -4.6889 -1.1143
H -1.7547 2.5312 7.3362
H -2.0584 -2.0331 -0.1092
H -1.0668 -0.0235 5.7724
H -1.5709 4.9823 7.6227
H -6.2701 4.2143 0.6081
H -2.6807 0.4196 6.4182
H -4.8584 0.3421 -0.5094
H -2.3712 3.0625 2.0348
H 1.1161 2.1495 -2.2369
H 6.7618 1.2517 -0.9218
H 5.7169 -5.9142 1.7199
H 0.9712 -0.4773 -4.8506
H 4.9834 -3.8979 -0.4290
H 3.1913 -4.2391 5.4475
H 6.5888 -3.7566 0.3260
H -3.1360 -4.0178 -1.0495
H 0.8830 -5.3651 -2.8402
H 5.4660 -2.3724 0.3486
H -3.9749 5.1136 0.3955
H -0.5790 1.1468 -8.4858
H 2.6875 -2.3349 -0.4167
H 2.8126 1.9069 0.5351
H 4.4323 -5.8982 4.1599
H -2.5346 -0.5885 4.9604
H -2.1280 3.6475 -0.2754
H -6.6980 1.8243 0.1308
```

Results
Net charge = +1
Energy = -8578.0491 Ha
Multiplicity = 2

Atom charges from the Mulliken analysis, given in e for atoms 1 to 4: Ru 0.30; Se -0.21; Se -0.13; S 0.34